Record 1
Density functional theory data (ωB97M-V with the def2-TZVPD basis set) for C13H24BCl3GeOSi as an isolated structure.

The calculation puts the energy relative to the best compared isomer or geometry (same formula, charge and spin) at 15.66 kcal per mole. The LUMO energy comes out at -2.33 eV. The HOMO energy is -0.338 Ha.

The geometry in ORCA input format:
```
! RIJCOSX wB97M-V def2-TZVPD def2/J DEFGRID3
* xyz 0 1
Cl -1.432 1.983 -2.746
B -0.609 2.701 -1.228
Cl -0.432 4.552 -1.344
Cl -1.518 2.346 0.404
O 0.706 2.014 -1.169
C 1.530 2.133 -0.180
C 2.864 2.472 -0.515
C 3.561 3.433 0.252
C 4.858 3.798 -0.113
C 5.450 3.236 -1.243
C 4.723 2.364 -2.072
C 3.422 2.022 -1.745
H 1.144 2.201 0.843
H 3.028 3.913 1.083
H 5.421 4.524 0.482
H 6.507 3.439 -1.478
H 5.174 1.963 -2.987
H 2.795 1.462 -2.439
C 0.246 -3.713 -1.043
Si -0.284 -2.733 0.461
C 0.525 -3.357 2.030
H 0.254 -1.328 0.217
C -2.161 -2.848 0.650
Ge -3.039 -1.117 0.732
C -4.978 -1.325 0.824
C -2.430 -0.225 2.367
C -2.675 -0.302 -1.001
H -0.053 -4.769 -0.976
H -0.184 -3.292 -1.956
H 1.337 -3.671 -1.139
H 0.270 -4.406 2.247
H 1.615 -3.289 1.932
H 0.234 -2.754 2.896
H -2.615 -3.392 -0.198
H -2.442 -3.388 1.572
H -5.453 -0.336 0.779
H -5.331 -1.931 -0.021
H -5.257 -1.817 1.765
H -2.955 0.732 2.485
H -2.656 -0.868 3.233
H -1.351 -0.029 2.324
H -3.192 0.661 -1.049
H -1.601 -0.121 -1.110
H -3.018 -0.936 -1.828
*
```

***

Record 2
Density functional theory data (ωB97M-V with the def2-TZVPD basis set) for C13H24BaClNO3 as an isolated structure.

The calculation puts the energy relative to the best compared isomer or geometry (same formula, charge and spin) at 6.06 kcal per mole. The LUMO energy comes out at 0.12 eV. The HOMO energy is -0.247 Ha.

The geometry in ORCA input format:
```
! RIJCOSX wB97M-V def2-TZVPD def2/J DEFGRID3
* xyz 0 1
Ba -0.620 1.202 0.062
C 0.069 -0.532 3.346
O -0.948 0.082 2.550
C -2.143 -0.701 2.413
C -2.043 -1.667 1.257
O -1.955 -0.908 0.038
C -1.966 -1.682 -1.176
C -2.049 -0.729 -2.347
O -0.870 0.077 -2.462
C 0.215 -0.552 -3.151
H -0.191 -0.435 4.401
H 0.187 -1.587 3.089
H 1.004 -0.021 3.128
H -2.338 -1.271 3.324
H -2.964 -0.001 2.247
H -1.165 -2.315 1.340
H -2.934 -2.301 1.225
H -1.063 -2.299 -1.213
H -2.834 -2.347 -1.170
H -2.212 -1.315 -3.255
H -2.888 -0.046 -2.210
H -0.011 -0.602 -4.216
H 1.101 0.050 -2.965
H 0.402 -1.555 -2.761
C 2.229 3.090 -0.414
C 2.725 1.677 -0.221
C 4.022 1.213 -0.167
C 3.931 -0.204 0.014
C 2.586 -0.501 0.057
C 1.909 -1.830 0.199
N 1.830 0.636 -0.082
H 3.060 3.784 -0.546
H 1.660 3.484 0.438
H 1.603 3.210 -1.307
H 4.917 1.814 -0.250
H 4.743 -0.914 0.096
H 2.630 -2.641 0.319
H 1.296 -2.090 -0.675
H 1.242 -1.879 1.070
Cl -3.975 1.859 0.007
C -2.573 3.165 0.007
H -2.831 3.817 0.848
H -2.787 3.768 -0.884
*
```

***

Record 3
Density functional theory data (ωB97M-V with the def2-TZVPD basis set) for C13H24Cl3CsN3O3V as an isolated structure.

The calculation puts the energy relative to the best compared isomer or geometry (same formula, charge and spin) at 5.14 kcal per mole. The LUMO energy (spin up / spin down) comes out at -9.19 / -9.35 eV. The HOMO energy (spin up / spin down) is -0.575 / -0.571 Ha.

The geometry in ORCA input format:
```
! RIJCOSX wB97M-V def2-TZVPD def2/J DEFGRID3
* xyz 2 1
N 1.710 0.052 1.057
C 2.925 0.154 1.059
O 4.101 0.245 1.126
Cs -1.189 -1.162 4.136
V -0.101 0.646 0.717
N -1.155 -0.974 0.801
N 0.151 1.170 -1.104
C -0.962 -2.390 0.411
C 1.197 1.002 -2.141
C -1.941 -3.274 1.194
C -1.246 -2.600 -1.074
C 0.467 -2.819 0.709
C 2.354 1.948 -1.810
C 0.699 1.372 -3.541
C 1.700 -0.431 -2.174
H -1.884 -3.154 2.288
H -1.745 -4.335 1.000
H -2.980 -3.077 0.903
H -2.289 -2.369 -1.319
H -1.067 -3.652 -1.330
H -0.590 -1.981 -1.697
H 1.187 -2.273 0.096
H 0.592 -3.883 0.474
H 0.763 -2.689 1.758
H 1.997 2.985 -1.790
H 3.133 1.865 -2.579
H 2.806 1.711 -0.842
H 0.464 2.440 -3.630
H -0.185 0.788 -3.829
H 1.497 1.157 -4.264
H 2.493 -0.505 -2.929
H 0.907 -1.125 -2.467
H 2.130 -0.750 -1.224
C -2.490 -0.427 0.566
H -2.445 0.672 0.444
H -2.966 -0.824 -0.344
H -3.187 -0.615 1.406
C -0.717 2.329 -1.308
H -1.253 2.575 -0.379
H -0.161 3.231 -1.609
H -1.475 2.151 -2.088
Cl -1.436 2.183 5.306
C -0.117 2.691 4.170
Cl 0.076 4.439 4.110
Cl 1.398 1.861 4.653
C -0.355 2.084 2.728
O -1.111 1.042 2.630
O 0.301 2.514 1.731
*
```

***

Record 4
Density functional theory data (ωB97M-V with the def2-TZVPD basis set) for C13H24F3Na3O15S as an isolated structure.

The LUMO energy comes out at -6.60 eV. The HOMO energy is -0.519 Ha.

The geometry in ORCA input format:
```
! RIJCOSX wB97M-V def2-TZVPD def2/J DEFGRID3
* xyz 2 1
Na 3.627 -3.169 2.348
Na 2.829 1.583 4.259
Na 2.798 1.467 -1.018
C -0.599 -0.671 1.617
F -1.095 -1.369 2.623
F -1.093 -1.117 0.458
F -0.924 0.615 1.738
S 1.294 -0.765 1.597
O 1.632 -0.179 2.886
O 1.684 -2.173 1.473
O 1.635 0.039 0.438
C -0.193 5.588 -1.975
O -0.644 4.216 -1.770
C 0.277 3.292 -1.656
O 1.469 3.478 -1.709
O -0.237 2.077 -1.560
C -1.650 1.905 -1.501
H 0.276 5.634 -2.952
H 0.448 5.889 -1.152
H -1.119 6.150 -1.919
H -2.160 2.329 -2.361
H -2.077 2.313 -0.583
H -1.815 0.832 -1.432
C -1.227 -4.070 -0.127
O -1.404 -3.865 -1.529
C -2.486 -4.415 -2.086
O -3.317 -5.078 -1.524
O -2.479 -4.102 -3.371
C -3.576 -4.532 -4.177
H -2.090 -3.575 0.321
H -0.317 -3.583 0.203
H -1.185 -5.128 0.123
H -4.528 -4.375 -3.675
H -3.372 -5.577 -4.416
H -3.607 -3.980 -5.112
C -0.294 -0.587 6.108
O -0.828 0.690 6.420
C -0.138 1.761 6.170
O 0.985 1.815 5.707
O -0.864 2.801 6.460
C -0.255 4.085 6.516
H 0.167 -0.588 5.117
H -1.125 -1.273 5.951
H 0.376 -0.903 6.901
H -1.036 4.823 6.647
H 0.295 4.273 5.593
H 0.443 4.162 7.350
C 0.670 -1.555 -2.589
O 1.344 -1.394 -3.828
C 2.198 -0.397 -3.973
O 2.327 0.562 -3.245
O 2.819 -0.601 -5.120
C 3.965 0.205 -5.423
H 1.272 -2.141 -1.892
H -0.277 -2.034 -2.805
H 0.472 -0.618 -2.062
H 3.765 1.218 -5.071
H 4.101 0.189 -6.496
H 4.846 -0.179 -4.910
*
```

***

Record 5
Density functional theory data (ωB97M-V with the def2-TZVPD basis set) for a 5-piece molecular cluster, C13H24N2O3 overall.

Its SMILES is CC(C)=O.CC(C)=O.CC(C)=O.CC#N.CC#N. The calculation puts the energy relative to the best compared isomer or geometry (same formula, charge and spin) at 78.56 kcal per mole. The LUMO energy comes out at 0.29 eV. The HOMO energy is -0.340 Ha.

The geometry in ORCA input format:
```
! RIJCOSX wB97M-V def2-TZVPD def2/J DEFGRID3
* xyz 0 1
C -0.766 -1.034 -6.012
C -0.787 -0.876 -4.527
O -1.829 -0.723 -3.930
C 0.526 -0.892 -3.779
H -1.635 -0.601 -6.493
H -0.693 -2.104 -6.234
H 0.158 -0.608 -6.407
H 0.572 -0.031 -3.109
H 1.347 -0.698 -4.468
H 0.629 -1.819 -3.221
C 2.551 1.291 4.078
C 2.516 -0.202 4.287
O 3.229 -0.913 3.612
C 1.633 -0.891 5.320
H 3.554 1.473 3.688
H 2.454 1.870 4.996
H 1.812 1.594 3.341
H 0.857 -1.449 4.805
H 1.197 -0.168 6.009
H 2.264 -1.601 5.849
C -0.309 2.359 -1.299
C -0.721 3.486 -2.218
O 0.084 4.134 -2.827
C -2.193 3.859 -2.306
H -0.488 2.659 -0.262
H 0.780 2.364 -1.399
H -0.769 1.387 -1.451
H -2.868 3.036 -2.528
H -2.288 4.681 -3.018
H -2.577 4.337 -1.395
C 0.264 -1.386 -0.266
C 0.234 -0.606 0.946
N 0.233 -0.024 1.936
H 1.001 -0.922 -0.929
H -0.613 -1.384 -0.913
H 0.591 -2.384 0.023
C -1.602 -2.869 2.876
C -1.723 -2.831 4.336
N -1.862 -2.792 5.475
H -1.713 -1.909 2.384
H -2.392 -3.517 2.490
H -0.657 -3.294 2.542
*
```

***

Record 6
Density functional theory data (ωB97M-V with the def2-TZVPD basis set) for a 6-piece molecular cluster, C13H24N6O11SSi overall.

Its SMILES is S=C=N[SiH2]COc1ccccc1.C[N+](=O)[O-].C[N+](=O)[O-].C[N+](=O)[O-].C[N+](=O)[O-].C[N+](=O)[O-]. The LUMO energy comes out at -0.70 eV. The HOMO energy is -0.318 Ha.

The geometry in ORCA input format:
```
! RIJCOSX wB97M-V def2-TZVPD def2/J DEFGRID3
* xyz 0 1
S 4.115 -0.384 2.443
C 3.278 1.088 2.819
N 2.441 1.966 3.513
Si 1.137 2.517 2.348
C 1.110 1.490 0.704
O -0.174 1.612 -0.049
C -1.301 1.277 0.855
C -1.334 -0.250 1.524
C -2.511 -0.720 2.580
C -3.657 0.390 2.961
C -3.650 1.898 2.271
C -2.484 2.407 1.202
H -0.126 2.403 3.122
H 1.311 3.956 2.108
H 1.993 1.894 0.017
H 1.336 0.349 0.901
H -0.444 -0.968 1.213
H -2.458 -1.810 3.044
H -4.504 0.093 3.748
H -4.476 2.709 2.551
H -2.447 3.474 0.718
C 3.191 0.660 -3.677
N 3.660 0.794 -2.271
O 4.068 1.905 -1.914
O 3.605 -0.220 -1.566
H 3.296 1.625 -4.178
H 3.813 -0.096 -4.161
H 2.143 0.353 -3.647
C 2.253 -4.062 2.609
N 1.441 -3.253 1.660
O 1.136 -2.107 2.010
O 1.134 -3.791 0.590
H 2.449 -3.466 3.503
H 1.676 -4.954 2.859
H 3.187 -4.321 2.106
C 8.225 -0.433 1.445
N 8.157 -1.878 1.097
O 7.141 -2.495 1.439
O 9.124 -2.352 0.490
H 7.311 -0.153 1.973
H 9.099 -0.289 2.083
H 8.317 0.126 0.511
C -3.051 0.315 -1.557
N -4.084 0.013 -2.584
O -5.251 -0.110 -2.194
O -3.694 -0.093 -3.753
H -3.533 0.379 -0.579
H -2.321 -0.497 -1.574
H -2.591 1.269 -1.823
C -7.628 -0.142 -4.230
N -8.817 0.751 -4.191
O -8.651 1.896 -3.755
O -9.883 0.278 -4.600
H -6.764 0.402 -3.842
H -7.848 -1.010 -3.605
H -7.466 -0.432 -5.270
*
```

***

| no. | strongest force on any atom (eV/Å) |
| --- | --- |
| 1 | 3.07 |
| 2 | 1.41 |
| 3 | 3.23 |
| 4 | 1.38 |
| 5 | 1.58 |
| 6 | 9.68 |